Molecular formula: C20H45BF4N5O5
Method: DFT, ωB97M-V with the def2-TZVPD basis set

Geometry as XYZ:
```
80
Properties=species:S:1:pos:R:3:mulliken_charge:R:1
B 0.0031 0.1170 0.2668 0.333
F -0.7457 -0.9415 -0.1376 -0.156
F 0.3657 0.7901 -0.8447 0.190
F -0.6651 0.9206 1.2313 -0.473
F 1.2091 -0.3097 0.9096 -0.630
C -1.4436 3.6357 -0.1469 0.046
C -1.6989 5.1473 0.2346 0.063
N -1.8478 6.2541 0.4350 -0.417
H -2.2073 2.9578 0.4657 0.216
H -1.5416 3.5641 -1.2238 0.252
H -0.2844 3.2961 0.2381 -0.253
C 2.5912 -0.3829 4.4981 -0.065
C 3.9973 -0.5770 5.0114 0.144
N 5.1087 -0.5744 5.3859 -0.427
H 2.1431 0.5259 5.0241 0.225
H 2.5927 0.0396 3.4696 0.006
H 1.8518 -1.2700 4.7094 0.100
C 0.4200 -3.3885 2.6855 -0.169
C -0.5372 -4.6269 2.7213 0.182
N -1.3429 -5.3952 2.6666 -0.467
H 0.0492 -2.5411 2.2518 -0.253
H 0.7541 -3.2816 3.6337 0.371
H 1.1401 -3.7224 1.8522 0.290
C 3.5450 1.5485 -1.3593 -0.101
C 2.7694 2.7479 -1.0784 0.199
N 2.2232 3.7882 -0.8823 -0.470
H 3.1502 1.2134 -2.3938 0.059
H 4.6839 1.4704 -1.3529 0.425
H 3.1548 0.8460 -0.4005 -0.096
C 1.2332 3.2227 2.5407 0.157
C 1.6237 4.6325 3.0601 -0.022
N 1.8969 5.7128 3.3709 -0.441
H 1.8651 2.8717 1.7944 0.124
H 1.3711 2.6259 3.4513 0.118
H 0.1251 3.3689 2.3333 0.035
C -3.3719 -3.4272 0.6304 -0.902
C -3.8638 -1.9679 0.5127 0.742
O -3.3766 -1.5395 -0.6680 -0.500
H -3.8132 -3.9567 1.4222 0.435
H -2.4028 -3.4621 0.5712 0.068
H -3.5905 -3.8845 -0.4629 0.243
H -3.3859 -1.4471 1.3068 -0.683
H -4.9636 -1.8681 0.7873 0.290
H -2.4864 -1.3608 -0.5527 0.378
C -2.3605 -0.8023 -3.6168 -0.185
C -1.7242 -0.2432 -4.8247 -0.316
O -2.0061 1.1386 -4.8071 -0.556
H -1.8134 -0.4087 -2.8756 -0.303
H -2.2492 -1.9048 -3.5163 0.275
H -3.5772 -0.8060 -3.4610 0.190
H -2.1567 -0.6857 -5.7050 0.325
H -0.6774 -0.5221 -5.1282 0.195
H -1.2980 1.7527 -4.3801 0.424
C 0.9470 3.3993 -5.6375 -0.997
C 1.3707 2.8772 -4.2275 -0.260
O 0.1901 2.4175 -3.5629 -0.445
H 0.4150 2.4964 -6.1525 0.235
H 2.1273 3.7391 -5.8944 0.244
H 0.5330 4.4470 -5.7013 0.312
H 1.7744 3.6860 -3.6867 0.405
H 2.2610 2.1441 -4.2446 0.217
H 0.4701 2.0851 -2.8570 0.146
C -2.1864 -1.4649 4.8633 -1.507
C -1.8157 -0.3440 3.8348 0.080
O -0.4709 -0.4115 3.6741 -0.156
H -2.0932 -2.2943 4.3097 0.300
H -3.0808 -1.5215 5.3362 0.513
H -1.4548 -1.5784 5.6700 0.277
H -2.1979 0.6956 4.3378 0.183
H -2.3673 -0.3391 3.0120 0.121
H -0.3553 0.1585 2.7703 0.172
C 2.3410 -3.9393 -2.3583 -1.450
C 1.5912 -3.0255 -1.3953 0.458
O 2.3585 -1.7260 -1.2885 -0.603
H 3.3655 -4.0945 -2.0659 0.356
H 1.9566 -3.8080 -3.3502 0.355
H 2.0011 -4.9869 -2.3079 0.418
H 1.4500 -3.2463 -0.4253 -0.155
H 0.6256 -3.0148 -1.7164 0.313
H 1.8083 -1.2417 -0.5892 0.255
```

The value obtained for the frontier orbital gap is 9.828 eV. The calculation puts the HOMO energy at -7.61 eV. As for the calculated total energy: -50702.7752 eV. Its net charge is -1. Its energy above the lowest of the compared OMol25 structures with the same formula, charge and spin is 42.8 kcal per mole. The largest force on an atom is 11.423 eV/Å.

Molecular formula: C20H45Cl3LaO2P2
Method: DFT, ωB97M-V with the def2-TZVPD basis set

Geometry as XYZ:
```
73
Properties=species:S:1:pos:R:3:mulliken_charge:R:1
La 0.1703 -0.0022 0.1515 0.459
Cl -0.1067 0.0731 -2.5840 -0.658
P -0.4403 -2.7817 -0.5928 -0.782
C 0.6255 -3.4798 -1.9429 0.921
C -0.1562 -3.7960 0.9573 0.469
C -2.2007 -2.8254 -1.1289 0.712
C 1.9770 -2.7432 -2.0183 -1.269
H 0.0484 -3.2407 -2.8568 0.412
C 0.8032 -5.0027 -1.8815 -1.669
H 1.4997 -5.3108 -1.0931 0.254
H 1.2125 -5.3319 -2.8486 0.480
H -0.1454 -5.5226 -1.7321 0.342
H 1.8439 -1.7269 -2.4094 0.208
H 2.6546 -3.2953 -2.6795 0.463
H 2.4611 -2.6636 -1.0340 0.178
H -2.1396 -2.2359 -2.0652 0.472
C -3.1938 -2.1089 -0.1886 -1.249
C -2.6438 -4.2469 -1.4682 -1.599
H -2.1265 -4.6143 -2.3599 0.329
H -3.7238 -4.2277 -1.6770 0.480
H -2.4749 -4.9508 -0.6465 0.238
H -2.7237 -1.4122 0.5129 0.046
H -3.7921 -2.8241 0.3946 0.387
H -3.8754 -1.5117 -0.8096 0.366
C 1.2695 -3.5261 1.4782 -1.133
H -0.2654 -4.8571 0.6526 0.651
C -1.2046 -3.4405 2.0214 -1.231
H 2.0426 -3.8913 0.7863 0.235
H 1.3969 -4.0170 2.4533 0.509
H 1.4538 -2.4507 1.6681 -0.035
H -1.2228 -2.3580 2.2458 0.061
H -0.9419 -3.9209 2.9732 0.479
H -2.2104 -3.7588 1.7151 0.188
H 1.8786 -0.7770 -0.0410 -0.108
H -1.6499 0.5890 0.2262 -0.027
P 0.3108 2.8485 -0.5295 -0.761
C -0.8888 3.5666 -1.7327 0.810
C 0.1989 3.7737 1.0899 0.439
C 2.0050 2.8705 -1.2458 0.738
C -2.2342 2.8130 -1.6981 -1.226
H -0.4045 3.3679 -2.7085 0.436
C -1.0706 5.0827 -1.5884 -1.652
H -1.6782 5.3449 -0.7145 0.253
H -1.5866 5.4432 -2.4907 0.484
H -0.1153 5.6086 -1.5224 0.341
H -2.1244 1.8065 -2.1195 0.190
H -2.9664 3.3757 -2.2878 0.486
H -2.6179 2.7003 -0.6729 0.189
H 1.8412 2.3175 -2.1919 0.551
C 3.0840 2.1061 -0.4439 -1.342
C 2.4169 4.3033 -1.5739 -1.666
H 1.7970 4.7142 -2.3766 0.339
H 3.4623 4.2909 -1.9148 0.492
H 2.3557 4.9704 -0.7082 0.259
H 2.7117 1.5377 0.4195 0.243
H 3.8546 2.7955 -0.0682 0.388
H 3.5678 1.3803 -1.1113 0.281
C -1.1436 3.3910 1.7487 -1.117
H 0.2097 4.8497 0.8222 0.636
C 1.3875 3.4481 2.0082 -1.281
H -1.9948 3.8519 1.2243 0.224
H -1.1463 3.7108 2.7993 0.433
H -1.3036 2.2965 1.7805 0.059
H 1.4762 2.3648 2.2175 0.063
H 1.2276 3.9226 2.9863 0.467
H 2.3363 3.7963 1.5768 0.239
Cl -0.1944 1.4619 4.9660 -0.181
C 0.5541 -0.0629 4.4533 -0.022
Cl -0.2854 -1.4740 5.1101 -0.174
C 0.4453 -0.0983 2.9476 0.907
O 1.5009 0.0420 2.2672 -0.663
O -0.7124 -0.2334 2.4188 -0.786
H 1.6243 -0.0948 4.6851 0.344
```

The value obtained for the frontier orbital gap is 4.824 eV. The calculation puts the HOMO energy at -2.17 eV. As for the calculated total energy: -82570.8541 eV. Its net charge is -1. The largest force on an atom is 4.146 eV/Å.

Molecular formula: C20H45Cl6CuN4O5
Method: DFT, ωB97M-V with the def2-TZVPD basis set

Geometry as XYZ:
```
81
Properties=species:S:1:pos:R:3:mulliken_spin:R:1
Cu -3.9344 1.7806 2.6722 0.000
C 1.1949 1.4309 -2.0943 -0.008
C 0.7781 1.7986 -0.6525 -0.016
O -0.5769 1.9933 -0.4367 0.879
H 0.7256 0.5598 -2.5514 0.000
H 2.2635 1.2185 -2.0596 0.002
H 1.0898 2.3274 -2.7053 0.003
H 1.2879 2.6505 -0.2027 0.064
H 1.1629 0.9988 -0.0198 0.076
Cl -1.8636 9.0959 -1.9762 0.000
C -1.1881 7.6078 -2.8269 0.000
C -1.1028 7.7224 -4.3704 0.000
Cl 0.2550 8.7933 -4.9297 0.000
H -1.8774 6.8135 -2.5406 0.000
H -0.1847 7.4561 -2.4290 0.000
H -2.0509 8.1505 -4.6960 0.000
H -0.9442 6.7012 -4.7167 0.000
Cl 1.7990 -2.6995 -6.4183 0.000
C 3.3324 -1.7845 -6.5481 0.000
C 3.1913 -0.3736 -7.2098 0.000
Cl 4.6997 0.6162 -7.0735 0.000
H 4.0684 -2.4004 -7.0648 0.000
H 3.7153 -1.6932 -5.5317 0.000
H 2.3052 0.1617 -6.8686 0.000
H 3.0299 -0.4521 -8.2849 0.000
Cl -5.6655 -0.8152 -5.0944 0.000
C -4.3374 0.2040 -4.4918 0.000
C -4.2418 1.5156 -5.3636 0.000
Cl -3.6787 1.1263 -6.9981 0.000
H -3.4149 -0.3759 -4.4626 0.000
H -4.6841 0.3906 -3.4754 0.000
H -3.5780 2.2963 -4.9921 0.000
H -5.2367 1.9610 -5.3612 0.000
C -0.5682 -2.3669 5.2256 0.000
O -0.7160 -1.2213 4.7561 0.000
N 0.6131 -2.9547 5.5735 0.000
C 0.5744 -4.2918 6.1674 0.000
C 1.9469 -2.4242 5.2970 0.000
H -1.4039 -3.0102 5.5417 0.000
H 0.7404 -5.0644 5.4166 0.000
H -0.3479 -4.5465 6.6895 0.000
H 1.3386 -4.3651 6.9411 0.000
H 2.4222 -3.0153 4.5142 0.000
H 1.8300 -1.3524 5.1369 0.000
H 2.5970 -2.4717 6.1707 0.000
C 3.6414 -6.6446 1.5045 0.000
O 2.4291 -6.7131 1.1997 0.000
N 4.4111 -5.6499 1.1648 0.000
C 5.8098 -5.6445 1.6243 0.000
C 4.0348 -4.4282 0.3718 0.000
H 4.1971 -7.4245 2.0476 0.000
H 6.5766 -5.6440 0.8495 0.000
H 6.1210 -6.3835 2.3625 0.000
H 5.9332 -4.6951 2.1455 0.000
H 3.5335 -4.7916 -0.5253 0.000
H 3.4870 -3.6938 0.9622 0.000
H 4.9519 -3.8925 0.1265 0.000
C -1.3509 6.7159 3.9810 0.000
O -1.7906 5.5951 4.1704 0.000
N -0.0304 6.8998 4.0063 0.000
C 0.5153 8.2576 4.0532 0.000
C 0.9172 5.8357 4.3338 0.000
H -2.0360 7.5779 3.9792 0.000
H 1.4170 8.3391 3.4462 0.000
H 0.9337 8.4568 5.0398 0.000
H -0.1725 9.0477 3.7517 0.000
H 1.7334 5.9480 3.6202 0.000
H 1.3357 6.1321 5.2956 0.000
H 0.5482 4.8101 4.3347 0.000
C -5.3458 -3.6489 0.7453 0.000
O -4.9518 -2.4885 1.0598 0.000
N -4.5376 -4.5133 0.0880 0.000
C -4.8999 -5.9117 -0.1714 0.000
C -3.1449 -4.1476 -0.2907 0.000
H -6.3598 -4.0576 0.8755 0.000
H -4.4040 -6.5916 0.5212 0.000
H -4.6106 -6.1764 -1.1884 0.000
H -5.9789 -6.0351 -0.0778 0.000
H -2.4953 -4.1048 0.5835 0.000
H -2.7526 -4.8959 -0.9794 0.000
H -3.0305 -3.1311 -0.6673 0.000
```

The value obtained for the frontier orbital gap (spin up / spin down) is 4.461 / 4.462 eV. The calculation puts the HOMO energy (spin up / spin down) at -10.98 / -10.98 eV. As for the calculated total energy: -157429.7690 eV. Its net charge is +1. Its expectation value of S² is 0.754. The spin multiplicity is 2. The largest force on an atom is 3.888 eV/Å.